# 1
{
  "formula": "CH5OS",
  "method": "ωB97M-V with the def2-TZVPD basis set",
  "largest_force_ha_per_bohr": 0.02779,
  "energy_ev": -14001.2696,
  "total_charge": -1,
  "spin_multiplicity": 1,
  "e_above_lowest_kcal_mol": 12.4,
  "species": ["S", "H", "C", "O", "H", "H", "H", "H"],
  "positions_angstrom": [[-1.821284, -0.618517, 1.570450], [-2.534668, -1.626969, 1.069798], [1.005653, 0.282544, -0.620861], [-0.253928, 0.904584, -0.624380], [1.402251, 0.288538, 0.407896], [0.965109, -0.788032, -0.850120], [1.795006, 0.716423, -1.254924], [-0.558138, 0.841429, 0.302143]],
  "forces_ev_per_angstrom": [[0.056, 0.146, 0.703], [-0.055, -0.114, -0.243], [0.586, -0.638, 1.136], [0.862, 0.661, -0.429], [0.146, 0.090, -0.214], [-0.297, -0.029, -0.296], [-0.627, 0.377, -0.146], [-0.671, -0.493, -0.511]]
}

***

# 2
{
  "formula": "C5H7N3",
  "method": "ωB97M-V with the def2-TZVPD basis set",
  "largest_force_ha_per_bohr": 0.10252,
  "energy_ev": -9761.2565,
  "smiles": "CN1[C@@H]2C=NN=C[C@H]21",
  "spin_multiplicity": 1,
  "e_above_lowest_kcal_mol": 187.5,
  "species": ["C", "C", "C", "C", "C", "H", "H", "H", "H", "H", "H", "H", "N", "N", "N"],
  "positions_angstrom": [[1.806082, -0.254340, -1.246838], [-0.530703, 0.059278, -0.737390], [-1.903453, 0.710363, -0.191881], [-0.135496, -0.561820, 1.710775], [0.240690, 0.443230, 0.631061], [2.219082, 0.165600, -2.320591], [1.379153, -1.425037, -1.191092], [2.765597, 0.095990, -0.711950], [-0.690762, -1.076350, -0.613664], [-2.673127, 1.303211, -0.870565], [0.391820, -1.037302, 2.466203], [0.099171, 1.524947, 1.074994], [0.738418, 0.605426, -0.777028], [-2.250966, 0.102293, 0.961489], [-1.455506, -0.655491, 1.816477]],
  "forces_ev_per_angstrom": [[1.430, 0.011, -1.716], [-3.621, 0.120, 3.830], [0.483, -3.006, 0.139], [-3.205, 1.833, -2.927], [0.739, 1.623, -0.298], [-1.831, -1.672, 1.965], [2.046, 2.876, -0.322], [-1.589, -1.499, 0.035], [0.623, 1.430, -0.827], [1.536, -1.154, 1.997], [1.318, -0.659, 1.156], [-0.026, -2.104, -0.987], [1.145, -0.268, 1.177], [-0.877, 2.410, -2.169], [1.830, 0.060, -1.053]]
}

***

# 3
{
  "formula": "C3H16N2O3",
  "method": "ωB97M-V with the def2-TZVPD basis set",
  "largest_force_ha_per_bohr": 0.06464,
  "energy_ev": -12491.9157,
  "smiles": "CCNCN.O.O.O",
  "spin_multiplicity": 1,
  "e_above_lowest_kcal_mol": 41.8,
  "species": ["C", "C", "N", "C", "N", "H", "H", "H", "H", "H", "H", "H", "H", "H", "H", "H", "H", "O", "H", "H", "O", "H", "H", "O"],
  "positions_angstrom": [[0.291740, -1.831424, 1.487401], [0.847300, -0.504278, 1.081381], [-0.129509, 0.255044, 0.222002], [-0.219256, 1.754970, 0.428855], [0.699492, 2.319816, 1.357205], [1.008745, -2.329935, 2.149531], [-0.126284, -2.342711, 0.612739], [-0.593510, -1.743487, 2.166328], [1.297084, 0.108074, 1.841836], [1.610263, -0.740626, 0.300170], [-1.006245, -0.208176, 0.452236], [-1.240311, 2.007298, 0.696969], [-0.124095, 2.222377, -0.558473], [0.580500, 2.049999, 2.325009], [1.667519, 2.422520, 1.102475], [0.287507, -0.882248, -7.152835], [-0.515674, -1.147806, -5.986621], [-0.282170, -1.586959, -6.803141], [1.293412, 1.197079, 4.632699], [-0.234743, 0.660637, 5.060563], [0.353560, 1.091364, 4.457804], [-1.808084, -1.342681, -2.649828], [-1.622467, -0.277774, -3.650343], [-2.034774, -1.151073, -3.573962]],
  "forces_ev_per_angstrom": [[-1.418, 0.299, 1.604], [0.459, 0.359, -3.272], [-0.324, -0.299, 1.180], [0.073, -0.860, -0.559], [-0.250, 0.679, 0.360], [0.031, -0.570, -0.835], [0.772, -0.460, 0.221], [0.400, 0.364, -0.373], [-0.041, -0.044, 0.521], [0.303, 0.109, 1.067], [-0.225, 0.717, -0.147], [-0.173, -0.068, 0.473], [0.514, -0.023, 0.190], [-0.088, -0.015, -0.199], [-0.126, -0.223, -0.238], [-0.025, -0.555, -0.467], [-0.596, -0.395, 0.721], [0.594, 0.885, -0.236], [-0.530, -0.583, 0.965], [0.547, -0.382, 0.981], [0.033, 0.978, -1.981], [-0.197, -0.316, -0.270], [-0.247, -0.100, -0.277], [0.513, 0.503, 0.571]]
}

***

# 4
{
  "formula": "C5H9O2P",
  "method": "ωB97M-V with the def2-TZVPD basis set",
  "largest_force_ha_per_bohr": 0.07703,
  "energy_ev": -18713.9687,
  "smiles": "C[P@]1(=O)CCC(=O)C1",
  "spin_multiplicity": 1,
  "e_above_lowest_kcal_mol": 21.2,
  "species": ["C", "C", "C", "C", "C", "O", "O", "P", "H", "H", "H", "H", "H", "H", "H", "H", "H"],
  "positions_angstrom": [[-1.498342, -0.351452, -0.559912], [-1.110288, 1.009475, 0.044126], [-0.543758, -0.945246, -1.524539], [0.333221, 1.260693, -0.085787], [1.181250, -1.287851, 1.195916], [-2.620299, -0.837862, -0.286234], [2.594389, -0.140386, -0.868429], [1.232173, -0.283938, -0.355686], [-1.767130, 1.679157, -0.402547], [-1.535866, 0.956855, 1.110878], [-0.836133, -2.042672, -1.730814], [-0.443862, -0.516960, -2.466582], [0.605244, 1.786362, -0.912826], [0.727213, 1.780337, 0.701573], [0.468489, -0.737642, 1.878357], [1.042916, -2.335795, 1.044259], [2.143106, -1.046909, 1.747780]],
  "forces_ev_per_angstrom": [[-3.453, -0.168, -0.085], [-1.375, -2.672, 2.377], [1.397, -2.389, 2.834], [-0.183, -2.069, 0.384], [0.568, 2.876, 1.016], [2.922, 0.838, -0.524], [0.486, 0.021, -0.767], [-2.295, -1.761, -0.083], [-0.887, 1.575, -1.128], [1.015, 0.101, -1.269], [0.917, 1.566, 0.744], [0.219, 1.447, -1.462], [0.509, 1.715, -2.656], [1.151, 1.275, 2.257], [0.013, -1.230, -0.755], [-0.297, -0.501, 0.130], [-0.707, -0.622, -1.012]]
}